Record 1
10
Properties=species:S:1:pos:R:3:nbo_charge:R:1 method="wB97M-V/def2-TZVPD" multiplicity=2 homo_ev="-16.47 / -16.46" total_energy_ev=-4677.81793 orbital_gap_ev="12.63 / 7.20" e_above_lowest_ev=1.207 s2=0.75 total_charge=+1
C -0.29981 -1.33386 0.91656 -0.420
N -0.78991 0.07898 0.31831 -0.229
H -0.18002 -2.03115 0.11652 0.277
H -1.02761 -1.75945 1.49956 0.238
H 0.49488 -1.01100 1.52881 0.249
H -0.11635 0.34741 -0.47051 0.440
H -1.78282 -0.00123 -0.10697 0.415
H 1.97646 1.62931 -1.10613 0.499
H 0.59948 2.39184 -1.22534 0.487
O 1.12568 1.68915 -1.47081 -0.957

=====

Record 2
11
Properties=species:S:1:pos:R:3:nbo_charge:R:1 method="wB97M-V/def2-TZVPD" homo_ev=-10.19 total_energy_ev=-6734.25238 orbital_gap_ev=10.94 e_above_lowest_ev=1.091
C 1.58916 0.46519 1.52174 -0.051
N 2.31764 -0.57145 1.46877 -0.595
H 1.45233 1.26671 0.80041 0.159
H 1.02305 0.43600 2.44962 0.165
H 2.83094 -0.69200 0.59535 0.322
H 1.00898 -3.04417 -1.38214 0.456
H 0.47130 -4.01619 -0.60960 0.459
O 0.09974 -3.30566 -1.15195 -0.915
H -3.19503 2.48655 -1.10037 0.469
H -4.26798 3.53886 -1.35115 0.468
O -3.33013 3.43616 -1.24067 -0.937

=====

Record 3
13
Properties=species:S:1:pos:R:3:nbo_charge:R:1 method="wB97M-V/def2-TZVPD" homo_ev=-14.43 total_energy_ev=-18065.74238 orbital_gap_ev=10.16 e_above_lowest_ev=1.888 total_charge=+1
C 2.09916 0.72763 0.47939 0.089
N 2.04266 0.23082 -0.70702 -0.589
O -0.93727 0.96870 0.68209 -1.032
O -2.34541 -1.40520 0.27037 -0.929
O -0.44494 -0.02929 -1.38866 -1.108
P -1.64098 0.47410 -0.65573 1.660
H 1.09320 0.96911 0.80932 0.240
H 3.04033 0.61632 1.05191 0.231
H -2.14390 -2.31126 0.36201 0.514
H 0.99063 0.07177 -1.10211 0.477
H 2.88134 0.01521 -1.19756 0.419
H -1.39329 1.09939 1.46676 0.521
H -3.24154 -1.42730 -0.07078 0.506

=====

Record 4
12
Properties=species:S:1:pos:R:3:nbo_charge:R:1 method="wB97M-V/def2-TZVPD" homo_ev=-7.17 total_energy_ev=-23398.68976 orbital_gap_ev=6.32 e_above_lowest_ev=1.260
C -0.09177 -1.85436 -0.82214 -1.189
N -0.34079 2.17871 -0.51813 -1.112
O 1.99069 -0.37182 0.33800 -1.049
Si 0.54227 -0.88210 0.57726 1.841
S 3.35654 0.65516 -0.00229 -0.236
H -1.15928 -2.11555 -0.73505 0.260
H 0.15841 -1.29172 -1.66589 0.265
H 0.28624 -2.82202 -0.86983 0.274
H -0.77726 3.07882 -0.65888 0.379
H 0.66260 2.15142 -0.31721 0.395
H -0.32958 -0.99218 1.80855 -0.185
H -0.43963 1.73397 -1.44358 0.355

=====

Record 5
10
Properties=species:S:1:pos:R:3:nbo_charge:R:1 method="wB97M-V/def2-TZVPD" multiplicity=2 homo_ev="-14.91 / -14.43" total_energy_ev=-13465.85024 orbital_gap_ev="11.07 / 4.88" e_above_lowest_ev=1.461 s2=0.75 total_charge=+1
S -1.06932 0.63352 -1.50174 0.403
H -0.36085 0.02074 -0.38585 0.240
C 1.22168 -1.25459 1.54171 -0.427
N 0.76641 0.15610 1.34278 -0.814
H 0.37175 -1.83326 1.97960 0.216
H 1.51916 -1.63829 0.53836 0.204
H 1.95248 -1.37755 2.29085 0.221
H -0.74040 -0.17476 -2.54249 0.176
H 1.49143 0.87349 1.32902 0.392
H 0.18065 0.42818 2.16857 0.389

=====

Record 6
25
Properties=species:S:1:pos:R:3:nbo_charge:R:1 method="wB97M-V/def2-TZVPD" homo_ev=-1.70 total_energy_ev=-56172.50020 orbital_gap_ev=2.41 e_above_lowest_ev=3.521 total_charge=-2
Tl 2.09238 -26.64732 12.34259 0.991
S 5.11991 -22.10492 15.79062 2.527
O 5.10344 -21.28150 14.61891 -0.791
O 4.06916 -21.50492 16.69340 -0.836
O 4.84912 -23.48691 15.35382 -0.900
O 6.39601 -22.07965 16.50711 -0.949
S 0.76459 -20.38751 11.32916 2.557
O 0.05846 -20.40613 12.61638 -0.869
O 1.59757 -21.57237 11.13800 -0.900
O -0.08844 -20.10400 10.21241 -1.034
O 1.70886 -19.31363 11.54336 -0.803
O 8.86413 -26.56780 10.53882 -0.758
C 7.59967 -26.56446 11.09477 0.927
O 7.30642 -27.53846 11.73010 -0.832
O 6.75882 -25.65170 10.93850 -0.801
H 9.13368 -27.45517 10.78686 0.468
O 4.56884 -28.87001 15.88173 -0.935
H 5.48406 -28.78304 16.14828 0.480
H 4.15175 -29.33833 16.60488 0.456
O 3.13478 -29.92716 8.91178 -0.934
H 2.95063 -30.86587 8.94545 0.462
H 3.47804 -29.78139 8.03022 0.473
O -2.51325 -25.24746 12.40794 -0.942
H -3.05492 -25.26854 11.61904 0.467
H -2.96704 -24.64231 12.99455 0.476

=====

Record 7
25
Properties=species:S:1:pos:R:3:nbo_charge:R:1 method="wB97M-V/def2-TZVPD" multiplicity=2 homo_ev="3.26 / 3.30" total_energy_ev=-56173.53173 orbital_gap_ev="2.73 / 2.69" s2=0.76 total_charge=-3
Tl -15.25044 24.63600 1.05155 0.838
S -12.20475 24.63690 3.87541 2.542
O -12.15004 23.21255 3.73609 -0.656
O -10.97714 25.13828 3.15383 -0.844
O -13.48832 25.08025 3.30105 -1.015
O -12.12809 25.09358 5.26394 -1.066
S -12.12199 21.90966 0.70538 2.615
O -11.28059 23.04301 0.30110 -1.137
O -13.39422 22.34205 1.27874 -1.105
O -12.26567 20.91137 -0.31341 -1.126
O -11.37552 21.39449 1.83149 -1.105
O -17.03833 23.04241 5.29962 -0.765
C -16.42391 23.61412 4.20253 0.925
O -16.80554 24.71103 3.90343 -0.839
O -15.55367 23.05000 3.50322 -0.740
H -17.69563 23.72040 5.47249 0.460
O -15.62249 27.04807 2.77838 -0.913
H -15.64202 27.13366 3.73155 0.487
H -15.51623 27.94417 2.45910 0.436
O -18.16193 23.97856 0.90368 -0.911
H -18.85959 24.55118 0.58491 0.451
H -18.59486 23.14052 1.06642 0.467
O -13.82380 24.48546 -1.54364 -0.941
H -14.12029 23.89912 -2.23971 0.458
H -12.90910 24.66901 -1.75785 0.485

=====

Record 8
10
Properties=species:S:1:pos:R:3:nbo_charge:R:1 method="wB97M-V/def2-TZVPD" homo_ev=-17.82 total_energy_ev=-5237.45823 orbital_gap_ev=13.99 e_above_lowest_ev=0.377 total_charge=+1
O 0.79015 -1.38667 1.03358 -0.939
H 0.64204 -2.22431 0.56376 0.517
H 1.74615 -1.37996 1.17120 0.522
H -0.06159 -0.17829 0.75371 0.572
C -0.50412 0.75847 -1.01766 -0.243
O -0.38572 0.75162 0.48537 -0.682
H -1.37312 1.35392 -1.26961 0.237
H 0.46525 0.99373 -1.37258 0.223
H -0.74645 -0.27002 -1.28007 0.217
H -0.57258 1.58150 0.93230 0.574

=====

Record 9
12
Properties=species:S:1:pos:R:3:nbo_charge:R:1 method="wB97M-V/def2-TZVPD" homo_ev=-9.22 total_energy_ev=-6192.08201 orbital_gap_ev=9.94 e_above_lowest_ev=2.346
N 0.05393 0.38961 -1.24922 -0.811
C 0.25980 -1.18165 -1.16348 0.007
O -1.00846 -1.85313 -1.12954 -0.662
H 1.00115 0.59042 -1.63624 0.332
H -0.27478 0.38537 -2.23705 0.336
H 0.82551 -1.46422 -2.07689 0.145
H 1.11738 -1.19083 -0.45254 0.173
N -0.30476 1.48122 2.54951 -1.129
H -0.91367 -1.54571 -0.18837 0.479
H -0.63170 0.57605 2.28823 0.374
H 0.57913 1.45868 3.02342 0.369
H -0.70353 2.35419 2.27218 0.387

=====

Record 10
13
Properties=species:S:1:pos:R:3:nbo_charge:R:1 method="wB97M-V/def2-TZVPD" homo_ev=-9.08 total_energy_ev=-8241.44083 orbital_gap_ev=9.68 e_above_lowest_ev=0.816
N -0.66350 -0.79061 1.03427 -0.818
C -0.99258 0.48337 1.40385 0.275
N -0.40498 1.51533 0.94226 -0.742
H -0.27699 -0.84640 0.10414 0.413
H -1.21302 -1.53753 1.40984 0.389
H -1.65865 0.65250 2.28533 0.142
H -0.90835 2.35815 1.19251 0.339
H 3.07337 0.53964 -0.79094 0.462
H 3.59492 1.47014 0.08901 0.462
O 3.82331 0.57278 -0.18066 -0.924
H -1.14301 -1.81195 -3.10999 0.470
H -2.08825 -1.27929 -2.11559 0.467
O -1.14227 -1.32616 -2.26404 -0.935

=====

Copy entry 6 word for word.
25
Properties=species:S:1:pos:R:3:nbo_charge:R:1 method="wB97M-V/def2-TZVPD" homo_ev=-1.70 total_energy_ev=-56172.50020 orbital_gap_ev=2.41 e_above_lowest_ev=3.521 total_charge=-2
Tl 2.09238 -26.64732 12.34259 0.991
S 5.11991 -22.10492 15.79062 2.527
O 5.10344 -21.28150 14.61891 -0.791
O 4.06916 -21.50492 16.69340 -0.836
O 4.84912 -23.48691 15.35382 -0.900
O 6.39601 -22.07965 16.50711 -0.949
S 0.76459 -20.38751 11.32916 2.557
O 0.05846 -20.40613 12.61638 -0.869
O 1.59757 -21.57237 11.13800 -0.900
O -0.08844 -20.10400 10.21241 -1.034
O 1.70886 -19.31363 11.54336 -0.803
O 8.86413 -26.56780 10.53882 -0.758
C 7.59967 -26.56446 11.09477 0.927
O 7.30642 -27.53846 11.73010 -0.832
O 6.75882 -25.65170 10.93850 -0.801
H 9.13368 -27.45517 10.78686 0.468
O 4.56884 -28.87001 15.88173 -0.935
H 5.48406 -28.78304 16.14828 0.480
H 4.15175 -29.33833 16.60488 0.456
O 3.13478 -29.92716 8.91178 -0.934
H 2.95063 -30.86587 8.94545 0.462
H 3.47804 -29.78139 8.03022 0.473
O -2.51325 -25.24746 12.40794 -0.942
H -3.05492 -25.26854 11.61904 0.467
H -2.96704 -24.64231 12.99455 0.476